This record from the Open Molecules 2025 dataset describes a single C22H27NO7 molecule. The level of theory is wB97M-V/def2-TZVPD.

Last column: Mulliken charge in e.
Geometry (Å):
C1 -1.23290 -0.49768 -3.31103  -1.528
C2 -1.23516 0.28694 -2.00392  0.865
C3 -2.63705 0.53303 -1.44363  -0.758
C4 -3.33932 -0.75005 -0.99126  -0.217
N1 -2.61964 -1.40332 0.08579  0.118
C5 -2.77242 -0.98801 1.35445  0.401
O1 -3.55124 -0.11885 1.68334  -0.627
C6 -1.88662 -1.72521 2.36305  -0.661
O2 -0.68194 -2.20406 1.80990  -0.609
C7 0.21800 -1.30083 1.32120  1.029
C8 0.02587 0.06086 1.40499  -0.740
C9 0.94155 0.96158 0.84790  0.321
C10 2.06064 0.48955 0.17416  0.560
C11 2.26490 -0.89025 0.11184  -0.140
O3 3.37785 -1.27299 -0.55018  -0.649
C12 3.72345 -2.59108 -0.71312  -0.139
O4 4.72539 -2.83648 -1.33930  -0.653
C13 2.84354 -3.55604 -0.10500  -0.658
C14 1.71748 -3.21715 0.56893  1.243
C15 0.87945 -4.29035 1.18116  -1.300
C16 1.37481 -1.82018 0.68357  0.206
C17 3.00804 1.43828 -0.50142  -0.872
C18 2.32424 2.78888 -0.68566  -1.115
C19 1.62333 3.23284 0.60343  1.507
C20 0.84690 4.52924 0.37373  -1.909
C21 2.61363 3.40731 1.75860  -1.661
O5 0.63680 2.26313 0.98415  -0.443
C22 -4.76816 -0.51237 -0.48385  0.106
O6 -5.45901 -1.39992 -0.06227  -0.603
O7 -5.18841 0.73735 -0.64053  -0.441
H1 -1.85931 -0.00653 -4.05225  0.328
H2 -0.22191 -0.56241 -3.70608  0.452
H3 -1.59972 -1.51137 -3.16885  0.314
H4 -0.62519 -0.23269 -1.26217  -0.619
H5 -0.77045 1.25930 -2.17824  0.236
H6 -3.25524 1.01685 -2.20038  0.447
H7 -2.57145 1.20216 -0.58472  0.353
H8 -3.41912 -1.46083 -1.82008  0.580
H9 -1.95701 -2.13055 -0.12930  0.325
H10 -1.71346 -1.07639 3.22890  0.296
H11 -2.42170 -2.61812 2.70103  0.423
H12 -0.83787 0.48871 1.88443  0.667
H13 3.14241 -4.58619 -0.21593  0.417
H14 1.35516 -5.25817 1.04501  0.429
H15 0.74216 -4.10467 2.24363  0.297
H16 -0.10763 -4.31616 0.72456  0.213
H17 3.30446 1.02508 -1.46696  0.421
H18 3.92120 1.54230 0.09025  0.300
H19 3.04638 3.54735 -0.98631  0.475
H20 1.56927 2.70524 -1.47116  0.296
H21 1.53144 5.33999 0.14302  0.416
H22 0.28269 4.78163 1.26715  0.416
H23 0.14798 4.40796 -0.44976  0.380
H24 2.09544 3.80624 2.62720  0.405
H25 3.40544 4.09451 1.47411  0.389
H26 3.05344 2.45273 2.03541  0.332
H27 -6.07143 0.83988 -0.25155  0.378

Cartesian forces (eV/Å) of the 3 atoms listed first:
C 0.1 0.1 0.2
C -0.2 0.0 -0.1
C 0.2 -0.2 0.0

Output
Orbital gap (eV): 8.66
Molar mass (g/mol): 417.46
ΔE to the lowest compared entry with this formula, charge and spin (eV): 0.302
Structure (SMILES): CCC[C@@H](NC(=O)COc1cc2c(c3oc(=O)cc(C)c13)CCC(C)(C)O2)C(=O)O